No. 1
{
  "formula": "C22H30MnN2O9P2Si2",
  "method": "ωB97M-V/def2-TZVPD",
  "multiplicity": 5,
  "total_charge": -1,
  "homo_energy_ev": [-2.311, -3.813],
  "largest_force_ev_per_a": 0.52,
  "s2": 6.11,
  "symbols": ["Mn", "O", "C", "C", "C", "C", "N", "C", "C", "C", "C", "C", "C", "O", "C", "C", "N", "H", "H", "H", "H", "H", "H", "H", "H", "H", "H", "H", "H", "O", "P", "O", "O", "O", "P", "O", "O", "O", "H", "H", "C", "Si", "C", "C", "C", "C", "C", "C", "C", "Si", "C", "C", "H", "H", "H", "H", "H", "H", "H", "H", "H", "H", "H", "H", "H", "H", "H", "H"],
  "coordinates": [[0.83, -0.27, -0.82], [1.29, 1.91, 5.87], [1.09, 0.54, 5.57], [1.04, 0.31, 4.09], [0.62, -0.96, 3.61], [0.62, -1.17, 2.26], [0.97, -0.26, 1.35], [1.36, 0.99, 1.79], [1.40, 1.27, 3.19], [1.68, 1.95, 0.79], [2.07, 3.28, 1.07], [2.41, 4.14, 0.06], [2.76, 5.57, 0.35], [1.60, 6.38, 0.56], [2.38, 3.66, -1.28], [1.96, 2.37, -1.50], [1.59, 1.53, -0.52], [1.40, 2.00, 6.82], [0.15, 0.18, 6.02], [1.90, -0.07, 5.98], [0.31, -1.74, 4.29], [0.32, -2.13, 1.86], [1.71, 2.23, 3.54], [2.10, 3.63, 2.09], [3.34, 5.98, -0.49], [3.37, 5.64, 1.25], [0.85, 5.88, 0.23], [2.68, 4.29, -2.10], [1.91, 1.96, -2.50], [3.87, -2.58, -2.88], [3.31, -1.37, -2.01], [4.39, -0.51, -1.53], [2.02, -0.85, -2.59], [2.66, -2.20, -0.66], [1.55, -3.27, -0.83], [1.42, -3.98, 0.58], [1.74, -4.21, -1.95], [0.20, -2.42, -0.88], [3.17, -3.24, -3.03], [2.09, -4.67, 0.70], [-1.55, 1.87, -2.60], [-1.33, 0.78, -1.04], [-1.72, 1.94, 0.42], [-2.86, -0.39, -1.10], [-4.13, 0.21, -1.08], [-5.31, -0.52, -1.18], [-5.24, -1.90, -1.32], [-4.00, -2.51, -1.33], [-2.80, -1.79, -1.22], [-1.35, -2.95, -1.42], [-1.62, -4.49, -0.39], [-1.15, -3.35, -3.23], [-2.53, 2.35, -2.67], [-1.39, 1.28, -3.50], [-0.80, 2.67, -2.58], [-2.71, 2.41, 0.36], [-0.98, 2.75, 0.46], [-1.66, 1.41, 1.37], [-4.20, 1.29, -0.99], [-6.27, -0.01, -1.16], [-6.14, -2.49, -1.41], [-3.98, -3.59, -1.45], [-2.57, -4.98, -0.63], [-1.63, -4.25, 0.68], [-0.82, -5.22, -0.56], [-2.06, -3.84, -3.59], [-0.29, -4.00, -3.40], [-1.01, -2.43, -3.80]],
  "nbo_charge": [1.020, -0.718, -0.075, -0.017, -0.352, 0.073, -0.614, 0.116, -0.239, 0.151, -0.227, -0.066, -0.077, -0.730, -0.322, 0.057, -0.559, 0.465, 0.163, 0.165, 0.201, 0.190, 0.223, 0.208, 0.161, 0.172, 0.473, 0.208, 0.209, -1.005, 2.514, -1.097, -1.182, -1.097, 2.588, -0.986, -1.133, -1.155, 0.522, 0.513, -1.093, 0.952, -1.094, -0.382, -0.139, -0.231, -0.233, -0.202, -0.520, 1.927, -1.154, -1.162, 0.209, 0.224, 0.226, 0.207, 0.228, 0.230, 0.192, 0.200, 0.201, 0.195, 0.233, 0.246, 0.245, 0.233, 0.264, 0.254]
}

=====

No. 2
{
  "formula": "C22H30N2O4",
  "method": "ωB97M-V/def2-TZVPD",
  "relative_energy_kcal_mol": 19.1,
  "homo_energy_ev": -8.108,
  "largest_force_ev_per_a": 0.72,
  "symbols": ["C", "C", "O", "C", "O", "C", "C", "C", "C", "C", "C", "C", "C", "C", "C", "N", "C", "C", "C", "O", "N", "C", "C", "C", "O", "C", "C", "C", "H", "H", "H", "H", "H", "H", "H", "H", "H", "H", "H", "H", "H", "H", "H", "H", "H", "H", "H", "H", "H", "H", "H", "H", "H", "H", "H", "H", "H", "H"],
  "coordinates": [[-3.82, -4.58, 1.31], [-3.67, -3.10, 1.63], [-2.43, -2.59, 1.16], [-2.37, -2.24, -0.14], [-3.33, -2.30, -0.88], [-1.05, -1.77, -0.51], [0.08, -1.68, 0.36], [1.12, -1.17, -0.37], [2.48, -0.91, 0.07], [2.70, -0.16, 1.23], [3.98, 0.09, 1.68], [5.09, -0.40, 0.99], [6.48, -0.10, 1.46], [4.87, -1.16, -0.15], [3.59, -1.42, -0.60], [0.67, -0.94, -1.66], [1.38, -0.15, -2.63], [1.41, 1.33, -2.20], [-0.02, 1.84, -2.01], [-0.65, 2.38, -2.89], [-0.52, 1.59, -0.78], [-1.91, 1.83, -0.44], [-2.07, 1.98, 1.07], [-1.38, 3.24, 1.60], [-1.84, 4.44, 1.03], [-3.13, 4.83, 1.42], [-0.64, -1.28, -1.74], [-1.45, -1.13, -2.98], [-3.85, -4.73, 0.24], [-4.75, -4.96, 1.74], [-2.99, -5.15, 1.73], [-4.48, -2.53, 1.17], [-3.66, -2.93, 2.71], [0.11, -2.00, 1.38], [1.85, 0.23, 1.78], [4.13, 0.67, 2.58], [6.49, 0.13, 2.52], [6.88, 0.75, 0.92], [7.13, -0.95, 1.28], [5.72, -1.56, -0.69], [3.45, -2.04, -1.47], [0.87, -0.24, -3.59], [2.40, -0.51, -2.73], [1.87, 1.92, -2.99], [1.98, 1.44, -1.28], [0.01, 1.04, -0.12], [-2.53, 1.01, -0.80], [-2.21, 2.75, -0.95], [-3.14, 2.02, 1.30], [-1.65, 1.11, 1.57], [-0.32, 3.21, 1.36], [-1.49, 3.28, 2.70], [-3.28, 5.84, 1.02], [-3.22, 4.86, 2.51], [-3.90, 4.17, 1.02], [-2.44, -1.52, -2.80], [-1.52, -0.08, -3.28], [-1.00, -1.69, -3.81]],
  "nbo_charge": [-0.634, -0.073, -0.513, 0.789, -0.625, -0.273, -0.237, 0.065, -0.006, -0.216, -0.200, -0.014, -0.627, -0.210, -0.208, -0.341, -0.204, -0.503, 0.679, -0.631, -0.623, -0.227, -0.439, -0.061, -0.536, -0.251, 0.265, -0.688, 0.224, 0.214, 0.209, 0.198, 0.185, 0.238, 0.214, 0.211, 0.217, 0.223, 0.218, 0.211, 0.212, 0.227, 0.219, 0.241, 0.221, 0.401, 0.198, 0.232, 0.214, 0.208, 0.189, 0.162, 0.197, 0.163, 0.163, 0.273, 0.242, 0.221]
}

=====

No. 3
{
  "formula": "C22H30N3O2P",
  "method": "ωB97M-V/def2-TZVPD",
  "homo_energy_ev": -6.156,
  "largest_force_ev_per_a": 3.07,
  "symbols": ["C", "C", "N", "O", "O", "C", "C", "C", "C", "C", "C", "H", "H", "H", "H", "H", "H", "H", "C", "C", "C", "C", "N", "P", "H", "N", "C", "C", "C", "C", "C", "C", "C", "C", "C", "C", "H", "H", "H", "H", "H", "H", "H", "H", "H", "H", "H", "H", "H", "H", "H", "H", "H", "H", "H", "H", "H", "H"],
  "coordinates": [[-0.41, 0.71, -2.47], [0.50, 0.04, -3.36], [1.78, 0.01, -2.91], [2.65, -0.64, -3.51], [2.07, 0.71, -1.87], [-1.71, 1.16, -3.24], [-2.35, 2.37, -2.87], [-3.53, 2.79, -3.50], [-4.05, 1.96, -4.51], [-3.46, 0.73, -4.87], [-2.31, 0.36, -4.20], [-0.12, 1.65, -1.89], [0.31, -0.41, -4.34], [-1.82, 3.02, -2.17], [-3.93, 3.75, -3.25], [-5.01, 2.28, -4.98], [-3.88, 0.12, -5.70], [-1.78, -0.56, -4.56], [3.88, -1.16, -0.25], [2.70, -1.85, 0.39], [2.09, -2.85, -0.60], [3.15, -2.61, 1.63], [1.65, -0.82, 0.72], [0.00, -1.22, 0.42], [-0.20, 0.19, -1.42], [-0.55, 0.01, 1.50], [-1.96, -0.05, 2.01], [-2.02, -0.50, 3.47], [-2.77, -1.04, 1.18], [-2.55, 1.35, 1.85], [0.51, 0.53, 2.25], [1.75, 0.05, 1.81], [2.93, 0.44, 2.43], [2.82, 1.43, 3.41], [1.60, 1.91, 3.83], [0.40, 1.44, 3.29], [4.37, -0.53, 0.51], [4.58, -1.94, -0.58], [3.56, -0.55, -1.08], [1.26, -3.42, -0.15], [1.77, -2.40, -1.53], [2.88, -3.58, -0.86], [2.34, -3.15, 2.14], [3.90, -3.34, 1.30], [3.65, -1.95, 2.35], [-1.51, 0.18, 4.14], [-3.08, -0.52, 3.76], [-1.61, -1.51, 3.60], [-2.81, -0.81, 0.11], [-2.40, -2.07, 1.31], [-3.81, -1.04, 1.54], [-2.51, 1.66, 0.80], [-3.59, 1.31, 2.21], [-1.97, 2.04, 2.45], [3.88, 0.02, 2.16], [3.74, 1.83, 3.84], [1.54, 2.67, 4.60], [-0.56, 1.78, 3.63]],
  "nbo_charge": [-0.433, -0.251, 0.432, -0.545, -0.607, -0.016, -0.202, -0.225, -0.215, -0.217, -0.207, 0.233, 0.215, 0.208, 0.215, 0.209, 0.219, 0.215, -0.640, 0.140, -0.647, -0.623, -0.658, 1.247, 0.180, -0.679, 0.142, -0.625, -0.643, -0.616, 0.098, 0.196, -0.223, -0.203, -0.204, -0.226, 0.190, 0.212, 0.296, 0.204, 0.256, 0.240, 0.209, 0.228, 0.215, 0.221, 0.224, 0.219, 0.239, 0.218, 0.235, 0.233, 0.218, 0.210, 0.227, 0.223, 0.221, 0.218]
}

=====

No. 4
{
  "formula": "C22H30N4O2",
  "method": "ωB97M-V/def2-TZVPD",
  "relative_energy_kcal_mol": 57.3,
  "homo_energy_ev": -7.651,
  "largest_force_ev_per_a": 0.44,
  "symbols": ["C", "O", "C", "C", "C", "C", "C", "C", "N", "C", "O", "N", "C", "C", "C", "C", "C", "C", "C", "N", "C", "C", "N", "C", "C", "C", "C", "C", "H", "H", "H", "H", "H", "H", "H", "H", "H", "H", "H", "H", "H", "H", "H", "H", "H", "H", "H", "H", "H", "H", "H", "H", "H", "H", "H", "H", "H", "H"],
  "coordinates": [[-8.06, -0.36, -0.39], [-7.11, -0.80, 0.55], [-5.79, -0.74, 0.21], [-5.30, -0.28, -1.01], [-3.93, -0.27, -1.24], [-3.03, -0.72, -0.28], [-1.55, -0.63, -0.60], [-0.71, -1.61, 0.26], [0.64, -1.77, -0.22], [1.69, -1.16, 0.41], [1.58, -0.57, 1.46], [2.87, -1.31, -0.28], [4.15, -0.83, 0.05], [4.39, -0.02, 1.15], [5.67, 0.42, 1.40], [6.72, 0.06, 0.58], [6.50, -0.76, -0.53], [7.63, -1.16, -1.41], [5.21, -1.20, -0.78], [-1.17, 0.77, -0.54], [-1.12, 1.35, 0.80], [-1.08, 2.87, 0.67], [0.03, 3.36, -0.13], [1.31, 3.28, 0.55], [0.01, 2.70, -1.42], [-0.01, 1.16, -1.31], [-3.53, -1.16, 0.94], [-4.89, -1.18, 1.18], [-7.93, 0.70, -0.63], [-9.03, -0.49, 0.09], [-8.03, -0.95, -1.31], [-5.96, 0.08, -1.78], [-3.56, 0.10, -2.18], [-1.42, -0.93, -1.65], [-1.21, -2.58, 0.26], [-0.63, -1.25, 1.29], [0.75, -2.13, -1.15], [2.85, -1.88, -1.12], [3.57, 0.26, 1.80], [5.86, 1.06, 2.25], [7.72, 0.41, 0.78], [8.15, -0.28, -1.79], [8.35, -1.76, -0.86], [7.28, -1.74, -2.26], [5.02, -1.83, -1.63], [-2.02, 1.05, 1.34], [-0.24, 1.00, 1.36], [-1.02, 3.33, 1.66], [-2.00, 3.21, 0.19], [1.62, 2.27, 0.84], [1.26, 3.90, 1.44], [2.08, 3.70, -0.11], [0.87, 3.02, -2.00], [-0.90, 3.02, -1.93], [-0.09, 0.73, -2.32], [0.93, 0.83, -0.87], [-2.87, -1.51, 1.71], [-5.28, -1.53, 2.12]],
  "nbo_charge": [-0.251, -0.493, 0.308, -0.327, -0.106, -0.074, -0.046, -0.252, -0.631, 0.794, -0.660, -0.637, 0.254, -0.284, -0.180, -0.241, 0.015, -0.629, -0.291, -0.468, -0.267, -0.219, -0.439, -0.420, -0.220, -0.232, -0.196, -0.258, 0.176, 0.200, 0.175, 0.217, 0.203, 0.193, 0.203, 0.239, 0.382, 0.387, 0.253, 0.213, 0.206, 0.220, 0.221, 0.211, 0.195, 0.211, 0.196, 0.198, 0.195, 0.177, 0.198, 0.197, 0.196, 0.195, 0.194, 0.164, 0.213, 0.223]
}

=====

No. 5
{
  "formula": "C22H30N4O2",
  "method": "ωB97M-V/def2-TZVPD",
  "relative_energy_kcal_mol": 76.0,
  "homo_energy_ev": -8.363,
  "largest_force_ev_per_a": 0.85,
  "symbols": ["C", "C", "C", "C", "C", "N", "C", "C", "C", "N", "N", "C", "C", "C", "N", "C", "O", "C", "C", "O", "C", "C", "C", "C", "C", "C", "C", "C", "H", "H", "H", "H", "H", "H", "H", "H", "H", "H", "H", "H", "H", "H", "H", "H", "H", "H", "H", "H", "H", "H", "H", "H", "H", "H", "H", "H", "H", "H"],
  "coordinates": [[-2.86, -5.88, 0.78], [-2.07, -4.97, 1.67], [-2.44, -3.80, 2.15], [-3.76, -3.13, 1.86], [-1.55, -3.02, 3.08], [-1.29, -1.68, 2.56], [-0.63, -0.83, 3.53], [-0.55, 0.60, 3.01], [0.22, 0.63, 1.69], [0.26, 1.98, 1.18], [-0.71, 2.87, 1.45], [-0.36, 3.99, 0.86], [0.85, 3.85, 0.16], [1.21, 2.54, 0.39], [2.29, 1.79, -0.08], [3.43, 2.31, -0.62], [3.73, 3.47, -0.57], [4.26, 1.25, -1.33], [3.71, 1.14, -2.77], [2.34, 0.79, -2.72], [1.43, 1.58, -3.38], [1.71, 2.25, -4.57], [0.73, 3.01, -5.17], [-0.54, 3.10, -4.62], [-0.82, 2.42, -3.45], [0.15, 1.66, -2.84], [-0.46, -0.33, 0.71], [-0.53, -1.72, 1.32], [-2.34, -6.04, -0.16], [-3.85, -5.47, 0.56], [-2.99, -6.85, 1.26], [-1.09, -5.36, 1.93], [-3.65, -2.06, 2.00], [-4.10, -3.32, 0.85], [-4.52, -3.49, 2.56], [-2.06, -2.90, 4.04], [-0.61, -3.57, 3.26], [-1.22, -0.85, 4.45], [0.39, -1.20, 3.77], [-0.07, 1.24, 3.74], [-1.56, 0.98, 2.83], [1.25, 0.31, 1.87], [-0.98, 4.86, 0.94], [1.38, 4.58, -0.40], [2.11, 0.80, -0.23], [5.30, 1.57, -1.37], [4.19, 0.28, -0.83], [3.85, 2.10, -3.27], [4.26, 0.36, -3.32], [2.68, 2.17, -5.03], [0.95, 3.53, -6.09], [-1.30, 3.71, -5.09], [-1.80, 2.48, -3.01], [-0.06, 1.12, -1.93], [-1.47, 0.03, 0.51], [0.09, -0.38, -0.24], [0.49, -2.11, 1.49], [-1.04, -2.40, 0.64]],
  "nbo_charge": [-0.644, -0.185, 0.013, -0.670, -0.241, -0.444, -0.215, -0.399, -0.045, -0.177, -0.287, -0.043, -0.349, 0.308, -0.624, 0.689, -0.589, -0.512, -0.058, -0.543, 0.380, -0.319, -0.187, -0.241, -0.176, -0.278, -0.405, -0.228, 0.216, 0.211, 0.218, 0.190, 0.237, 0.215, 0.220, 0.203, 0.171, 0.207, 0.155, 0.221, 0.235, 0.200, 0.207, 0.248, 0.411, 0.242, 0.211, 0.195, 0.188, 0.217, 0.214, 0.214, 0.216, 0.212, 0.223, 0.198, 0.156, 0.221]
}

=====

No. 6
{
  "formula": "C22H30NO5P",
  "method": "ωB97M-V/def2-TZVPD",
  "relative_energy_kcal_mol": 7.5,
  "homo_energy_ev": -7.914,
  "largest_force_ev_per_a": 1.36,
  "symbols": ["C", "C", "C", "C", "O", "P", "O", "O", "C", "C", "C", "C", "C", "N", "C", "C", "C", "C", "C", "C", "C", "C", "C", "C", "C", "C", "O", "C", "O", "H", "H", "H", "H", "H", "H", "H", "H", "H", "H", "H", "H", "H", "H", "H", "H", "H", "H", "H", "H", "H", "H", "H", "H", "H", "H", "H", "H", "H", "H"],
  "coordinates": [[-1.48, 1.80, -4.06], [-1.49, 1.34, -2.61], [-1.61, 2.53, -1.65], [-1.66, 2.12, -0.18], [-0.39, 2.00, 0.44], [0.76, 0.92, 0.25], [1.77, 1.07, 1.30], [1.35, 1.16, -1.23], [2.76, 1.14, -1.45], [3.19, 2.36, -2.27], [3.46, 3.61, -1.43], [2.20, 4.18, -0.79], [0.01, -0.77, 0.18], [1.15, -1.62, 0.42], [1.07, -3.00, 0.44], [0.06, -3.71, -0.20], [0.07, -5.09, -0.22], [1.09, -5.80, 0.40], [2.11, -5.10, 1.03], [2.10, -3.72, 1.06], [-1.10, -0.89, 1.19], [-2.38, -1.26, 0.81], [-3.41, -1.37, 1.73], [-3.11, -1.09, 3.04], [-1.83, -0.70, 3.43], [-0.80, -0.59, 2.52], [-1.81, -0.48, 4.78], [-3.12, -0.73, 5.23], [-3.93, -1.11, 4.14], [-1.40, 0.94, -4.73], [-0.63, 2.46, -4.24], [-2.39, 2.34, -4.30], [-2.33, 0.67, -2.44], [-0.57, 0.80, -2.39], [-2.52, 3.08, -1.89], [-0.76, 3.20, -1.79], [-2.15, 2.91, 0.40], [-2.23, 1.19, -0.06], [2.99, 0.22, -1.99], [3.28, 1.12, -0.48], [2.42, 2.56, -3.01], [4.11, 2.09, -2.80], [4.18, 3.37, -0.66], [3.90, 4.37, -2.08], [1.45, 4.41, -1.54], [1.77, 3.47, -0.08], [2.44, 5.09, -0.25], [-0.37, -0.96, -0.83], [1.79, -1.23, 1.10], [-0.75, -3.18, -0.68], [-0.73, -5.62, -0.71], [1.09, -6.88, 0.38], [2.91, -5.64, 1.52], [2.89, -3.18, 1.55], [-2.58, -1.48, -0.23], [-4.41, -1.67, 1.44], [0.18, -0.28, 2.82], [-3.53, 0.18, 5.70], [-3.10, -1.54, 5.98]],
  "nbo_charge": [-0.599, -0.406, -0.430, -0.053, -0.818, 2.416, -1.109, -0.839, -0.068, -0.418, -0.391, -0.606, -0.425, -0.639, 0.265, -0.309, -0.170, -0.263, -0.183, -0.283, -0.070, -0.217, -0.260, 0.242, 0.239, -0.220, -0.474, 0.237, -0.477, 0.210, 0.203, 0.201, 0.189, 0.215, 0.208, 0.216, 0.197, 0.188, 0.184, 0.207, 0.204, 0.210, 0.198, 0.199, 0.193, 0.212, 0.209, 0.236, 0.405, 0.206, 0.209, 0.211, 0.212, 0.208, 0.211, 0.230, 0.242, 0.158, 0.159]
}

=====

no.,total energy (eV)
1,-110373.3434
2,-34472.3479
3,-41149.8310
4,-33356.7101
5,-33355.9029
6,-44319.2805